Entry w
Below is an isolated ion of composition C3H7N4 and charge +1, with properties calculated with ωB97M-V/def2-TZVPD.

Properties
Net charge   +1
Structure (SMILES)   [H]/N=C/N=N\C(C)=[NH2+]

Geometry as XYZ:
```
14
C3H7N4 (ωB97M-V/def2-TZVPD)
H 2.05537 -0.48478 3.17758
N 1.69054 -0.72754 2.32571
C 2.38381 -0.89831 1.30226
N 1.74556 -1.18500 0.06719
N 0.80122 -0.59408 -0.46442
C -0.22138 0.12450 -0.59669
C -1.56392 -0.45043 -0.35918
N -0.19571 1.53968 -0.98240
H 3.39621 -0.86862 1.16897
H -2.11092 -0.71807 -1.25264
H -2.05950 0.38154 0.06022
H -1.61286 -1.35150 0.27431
H 0.79923 1.82606 -0.73955
H -0.43381 1.87362 -1.87668
```

=====

Entry x
Below is a 2-piece molecular cluster, C3H7N4 overall, with properties calculated with ωB97M-V/def2-TZVPD.

Properties
Net charge   +1

Geometry as XYZ:
```
14
C3H7N4 (ωB97M-V/def2-TZVPD)
C -2.32805 -0.91712 -0.83726
C -1.15050 -0.51406 -1.43527
C -1.93056 0.57362 0.74611
N -2.72696 -0.29633 0.20406
N -0.64886 0.64466 0.41730
N 2.00546 0.28075 0.25898
N -0.29863 0.24833 -0.73944
H -2.81390 -1.79138 -1.27356
H -0.85660 -0.90893 -2.38653
H -2.19679 1.22924 1.61442
H 1.37847 0.46998 1.10247
H 1.33430 0.03528 -0.44130
H 2.77139 -0.36562 0.53976
H 2.50964 1.11568 0.08269
```

=====

Entry y
Below is an isolated ion of composition C3H7N4 and charge +1, with properties calculated with ωB97M-V/def2-TZVPD.

Properties
Net charge   +1
Structure (SMILES)   CCN/N=C\[N+]#N

Geometry as XYZ:
```
14
C3H7N4 (ωB97M-V/def2-TZVPD)
C 0.17667 1.19058 1.10028
C -0.81866 -0.03026 0.92705
N -0.03116 -1.15591 0.44720
N 0.58769 -1.50384 -0.61744
C 0.63761 -0.86828 -1.79806
N 0.02827 0.18621 -2.13770
N -0.59902 1.12476 -2.18311
H 1.15054 0.88144 1.00079
H 0.20973 1.62985 2.15614
H -0.13085 1.83675 0.24860
H -1.65644 0.22782 0.20983
H -1.23991 -0.30229 1.86567
H 0.44385 -1.65183 1.25429
H 1.24169 -1.56497 -2.47354
```

=====

Energies, relative to the best one, in eV: entry w 2.408; entry x 0.000; entry y 2.771.

=====

Entry w
Below is one molecule with the formula CH4N2O2S, with properties calculated with ωB97M-V/def2-TZVPD.

Properties
Net charge   0
Spin multiplicity   3

Geometry as XYZ:
```
10
CH4N2O2S (ωB97M-V/def2-TZVPD)
C 1.00470 -0.02229 -0.48367
N 0.55282 -0.97010 0.19511
N -1.32209 1.03155 0.30421
O -0.26643 1.80462 -1.97650
O 0.61078 2.52502 0.29387
S 0.01742 1.51733 -0.54560
H 1.96678 0.03351 -0.81900
H 1.17037 -1.78142 0.37349
H -1.55860 0.06706 0.19231
H -1.16371 1.16398 1.28507
```

=====

Entry x
Below is one molecule with the formula CH4N2O2S, with properties calculated with ωB97M-V/def2-TZVPD.

Properties
Net charge   0
Spin multiplicity   3

Geometry as XYZ:
```
10
CH4N2O2S (ωB97M-V/def2-TZVPD)
C -1.68839 0.42831 -0.70882
N 2.41511 0.02154 0.65925
N 2.69275 0.41031 1.71287
O -1.13020 -1.61235 0.77831
O 1.04804 -0.37034 -0.02653
S -0.60752 -0.24670 0.66878
H -1.70059 1.48859 -1.05663
H -1.49248 -0.20824 -1.56251
H -2.52293 0.11629 -0.23282
H 2.98620 -0.02741 -0.23191
```

=====

Energies, relative to the best one, in eV: entry w 0.000; entry x 3.037.

=====

Entry w
Below is a 2-piece molecular cluster, C8H15F3OS overall, with properties calculated with ωB97M-V/def2-TZVPD.

Properties
Net charge   0

Geometry as XYZ:
```
28
C8H15F3OS (ωB97M-V/def2-TZVPD)
C -3.70070 -0.10031 1.60574
C 1.76551 0.55052 1.61592
C 1.88364 0.47317 -0.89511
C 0.24834 -1.79358 -0.04727
C -1.42245 0.31815 -1.91708
C 0.97361 0.63250 0.31466
C -0.22297 -0.38788 0.32558
C -1.36387 0.13395 -0.47392
O -3.58268 1.47051 -0.46880
F 0.41673 1.91276 0.25116
F -0.67179 -0.44530 1.64609
F -2.52439 -1.91220 -0.36684
S -2.78092 0.74108 0.47387
H -4.37004 -0.79915 1.13329
H -3.08638 -0.51386 2.38621
H 1.13400 0.82070 2.45818
H 2.60226 1.24305 1.57028
H 2.14348 -0.45472 1.76954
H 2.43555 -0.45888 -0.83228
H 2.59437 1.29759 -0.90159
H 1.32143 0.50266 -1.82423
H -0.56044 -2.48430 0.17343
H 0.47650 -1.85512 -1.10465
H 1.11906 -2.06788 0.54204
H -0.94099 1.27216 -2.16814
H -0.94819 -0.48266 -2.48551
H -2.47029 0.41443 -2.19914
H -2.09730 1.67480 1.25381
```

=====

Entry x
Below is a 2-piece molecular cluster, C8H15F3OS overall, with properties calculated with ωB97M-V/def2-TZVPD.

Properties
Net charge   0

Geometry as XYZ:
```
28
C8H15F3OS (ωB97M-V/def2-TZVPD)
C -0.79582 -1.60322 -1.00588
C -0.98684 -0.73521 1.44809
C -3.11262 0.42596 -1.64015
C 3.22942 1.75815 2.05863
C 2.37345 0.30157 -1.16626
C -1.06759 -0.43914 -0.01762
C -2.45173 0.11306 -0.28121
C 2.46287 1.13711 1.20498
O 3.42338 -1.28081 0.74138
F -2.49440 1.28884 0.38154
F -3.42948 -0.60555 0.47077
F 1.54511 1.87459 0.49179
S 2.23573 -0.44194 0.57165
H -1.38877 -2.55137 -0.81600
H -0.92697 -1.32470 -2.08290
H 0.23372 -1.98992 -0.83526
H -0.22639 -1.51267 1.56448
H -0.47055 0.06482 2.13425
H -1.92967 -0.95655 2.02255
H -2.71040 1.28632 -2.15793
H -4.18776 0.68205 -1.40496
H -3.20666 -0.42750 -2.32981
H 3.99113 1.31176 2.68647
H 3.04547 2.65108 2.61701
H -0.34871 0.18525 -0.34103
H 1.42413 0.53571 -1.47613
H 2.50539 -0.64480 -1.65791
H 3.26458 0.89712 -1.18057
```

=====

Energies, relative to the best one, in eV: entry w 2.575; entry x 0.000.

=====

Entry w
Below is a 7-piece molecular cluster, H14O6S2 overall, with properties calculated with ωB97M-V/def2-TZVPD.

Properties
Net charge   0
Structure (SMILES)   SS.O.O.O.O.O.O

Geometry as XYZ:
```
22
H14O6S2 (ωB97M-V/def2-TZVPD)
S 2.49057 1.07710 -1.40875
S 2.75067 1.93901 0.52665
H 3.12926 -0.10694 -1.47773
H 2.92251 0.76392 1.17019
O -0.63257 -3.66239 0.64678
H -0.43590 -3.99190 1.52647
H -1.60811 -3.68075 0.60272
O 1.52035 -1.23168 0.99180
H 1.91347 -0.87678 0.19004
H 0.62258 -1.49391 0.72421
O 0.35248 3.89016 -2.24002
H 0.72471 4.42671 -1.52960
H 0.11162 2.97702 -2.07606
O -1.46683 -0.45889 -1.02831
H -1.42702 -0.85021 -1.91694
H -1.92114 0.33958 -1.43233
O -3.46767 1.16934 -1.39492
H -3.21495 1.18755 -0.46717
H -3.95856 0.34738 -1.47222
O 0.39768 -0.91399 3.51914
H 0.24002 -0.01655 3.81564
H 0.95682 -0.83377 2.73041
```

=====

Entry x
Below is a 7-piece molecular cluster, H14O6S2 overall, with properties calculated with ωB97M-V/def2-TZVPD.

Properties
Net charge   0
Structure (SMILES)   SS.O.O.O.O.O.O

Geometry as XYZ:
```
22
H14O6S2 (ωB97M-V/def2-TZVPD)
S -2.16050 -0.52525 -5.41114
S -0.75271 0.81650 -4.43102
H -1.46599 -0.55947 -6.52598
H -0.95231 0.27799 -3.20217
O -4.63075 0.67243 -0.56877
H -4.55581 0.06018 0.15578
H -4.17838 1.48350 -0.30422
O -0.04755 2.45472 3.17215
H 0.18435 3.19412 2.57648
H 0.52719 2.52766 3.88177
O 3.42693 1.33020 2.36133
H 3.60485 1.69232 1.48729
H 3.15631 0.35385 2.05647
O 0.27744 0.68389 0.09936
H 0.54880 1.11420 0.96152
H 0.78841 1.13060 -0.58256
O 2.90495 -4.00618 -1.09602
H 1.96903 -3.64663 -1.07478
H 3.14513 -4.21953 -0.17175
O -0.43733 -1.70502 2.51279
H -1.06689 -2.28073 1.91390
H -0.28517 -0.84934 2.18958
```

=====

Energies, relative to the best one, in eV: entry w 0.000; entry x 0.389.

=====

Entry w
Below is a 2-piece molecular cluster, C5H5N overall, with properties calculated with ωB97M-V/def2-TZVPD.

Properties
Net charge   0

Geometry as XYZ:
```
11
C5H5N (ωB97M-V/def2-TZVPD)
C -2.46200 0.04231 0.04991
C 1.17552 1.54924 -0.37930
C 0.20946 -1.86663 -0.04151
C 0.67514 0.66393 0.52243
C 0.29890 -0.60882 0.21153
N -3.56752 0.30061 -0.12192
H 1.46528 2.53978 -0.08078
H 1.29601 1.28318 -1.41557
H 1.07421 -2.51592 0.03047
H -0.70741 -2.35769 -0.33005
H 0.54241 0.97000 1.55479
```

=====

Entry x
Below is C5H5N as an isolated structure, with properties calculated with ωB97M-V/def2-TZVPD.

Properties
Net charge   0

Geometry as XYZ:
```
11
C5H5N (ωB97M-V/def2-TZVPD)
C 0.29121 -0.34616 0.79843
C -0.13890 1.02854 0.20989
C -1.39526 0.86468 0.92913
N -0.40664 -1.09373 -0.35490
C 0.99624 -0.82751 -0.40733
C 0.11409 0.15688 -1.04688
H 0.43275 -0.64309 1.83098
H 0.45695 1.91596 0.44264
H -2.05412 0.22227 0.31587
H 1.69984 -1.61966 -0.60589
H 0.00384 0.34180 -2.11194
```

=====

Energies, relative to the best one, in eV: entry w 0.000; entry x 1.813.